--- w ---
ORCA calculation (ωB97M-V/def2-TZVPD) on one molecule with the formula C3H3BrF2O.

Each line ends with the natural charge from an NBO analysis.
Atoms and positions in Å:
1 Br -2.366 1.161 0.095  0.03
2 F -0.443 -0.411 1.670  -0.34
3 F 0.320 -1.787 0.142  -0.31
4 O -1.509 -0.886 -1.529  -0.45
5 C 1.080 0.444 0.011  -0.70
6 C -0.070 -0.509 0.327  0.59
7 C -1.265 -0.226 -0.572  0.43
8 H 0.960 1.389 -0.552  0.25
9 H 1.315 0.859 0.926  0.24
10 H 1.979 -0.033 -0.518  0.25

Gap between HOMO and LUMO (eV): 11.3
Highest occupied orbital energy (eV): -11.01
SMILES: CC(F)(F)C(=O)Br

***

--- x ---
ORCA calculation (ωB97M-V/def2-TZVPD) on one molecule with the formula C3H3BrF2O.

Each line ends with the natural charge from an NBO analysis.
Atoms and positions in Å:
1 Br 2.265 -0.716 -2.031  0.11
2 F -0.138 0.126 -2.964  -0.32
3 F -1.270 0.846 -0.702  -0.29
4 O 0.463 -0.223 0.522  -0.50
5 C 0.528 -0.131 -1.802  0.11
6 C -0.090 0.226 -0.666  0.57
7 C -0.336 -0.017 1.712  -0.25
8 H -0.361 0.951 2.113  0.18
9 H -1.285 -0.330 1.422  0.18
10 H 0.224 -0.731 2.396  0.21

Gap between HOMO and LUMO (eV): 9.5
Highest occupied orbital energy (eV): -8.71
SMILES: CO/C(F)=C(/F)Br

***

w has the most favorable energy; the next structure is 0.0650 hartree above.

***

--- w ---
ORCA calculation (ωB97M-V/def2-TZVPD) on one molecule with the formula C3H2FN3S.

Each line ends with the natural charge from an NBO analysis.
Atoms and positions in Å:
1 S 2.459 -0.014 0.004  0.14
2 F -0.101 1.951 -0.014  -0.27
3 N -2.091 0.650 0.005  -0.26
4 N -2.386 -0.600 -0.049  -0.02
5 N -1.247 -1.330 -0.014  -0.32
6 C -0.757 0.789 0.046  0.50
7 C -0.178 -0.486 0.055  -0.05
8 C 1.209 -0.971 -0.058  -0.34
9 H -1.357 -2.311 0.234  0.43
10 H 1.355 -2.063 -0.015  0.21

Gap between HOMO and LUMO (eV): 8.2
Highest occupied orbital energy (eV): -9.28
SMILES: Fc1nn[nH]c1C=S

***

--- x ---
ORCA calculation (ωB97M-V/def2-TZVPD) on one molecule with the formula C3H2FN3S.

Each line ends with the natural charge from an NBO analysis.
Atoms and positions in Å:
1 S -2.798 0.834 -1.174  -0.16
2 F 2.243 -1.295 0.662  -0.26
3 N -0.933 0.479 0.979  -0.43
4 N 1.096 -0.075 -0.838  -0.17
5 N -0.011 0.462 -1.122  -0.30
6 C 1.187 -0.678 0.352  0.45
7 C 0.119 -0.348 1.282  0.03
8 C -1.261 0.662 -0.349  0.22
9 H 0.029 0.891 -2.004  0.41
10 H 0.330 -0.932 2.213  0.22

Gap between HOMO and LUMO (eV): 7.6
Highest occupied orbital energy (eV): -8.76
SMILES: Fc1cnc(=S)[nH]n1

***

w has the most favorable energy; the next structure is 0.0323 hartree above.

***

--- w ---
ORCA calculation (ωB97M-V/def2-TZVPD) on C3H15N2O2 as an isolated structure.

Each line ends with the natural charge from an NBO analysis.
Atoms and positions in Å:
1 O 4.727 -1.196 1.608  -0.96
2 O 1.888 -0.923 0.963  -0.98
3 N -1.462 1.243 -2.013  -0.78
4 N -0.851 2.218 1.200  -1.08
5 C -0.929 -0.970 -0.488  -0.43
6 C -1.227 -0.149 -1.911  -0.25
7 C -2.282 -0.904 -0.420  -0.01
8 H -0.210 -0.221 -2.282  0.34
9 H 1.729 -1.305 1.830  0.48
10 H 5.435 -0.542 1.554  0.48
11 H -0.624 3.074 1.703  0.38
12 H -0.232 -0.513 0.216  0.32
13 H -0.509 -1.946 -0.700  0.28
14 H -2.812 -0.355 0.355  0.25
15 H -2.415 1.518 -1.843  0.38
16 H 5.162 -1.889 2.124  0.49
17 H -2.848 -1.674 -0.923  0.23
18 H -1.703 -0.757 -2.677  0.26
19 H -1.484 2.462 0.450  0.34
20 H -1.376 1.665 1.869  0.36
21 H -0.807 1.864 -1.560  0.40
22 H 2.829 -0.701 0.943  0.51

Gap between HOMO and LUMO (eV): 8.4
Highest occupied orbital energy (eV): -13.66
Charge: +1

***

--- x ---
ORCA calculation (ωB97M-V/def2-TZVPD) on a 4-piece molecular cluster, C3H15N2O2 overall.

Each line ends with the natural charge from an NBO analysis.
Atoms and positions in Å:
1 O 0.208 2.663 1.239  -0.98
2 O 1.167 1.056 -0.504  -0.97
3 N -0.673 0.103 1.764  -0.60
4 N 0.427 -1.351 -1.012  -0.19
5 C -1.239 -0.446 0.592  -0.21
6 C 0.015 -1.079 -2.351  -0.46
7 C -0.521 -1.735 -0.046  -0.26
8 H -1.248 0.122 2.603  0.42
9 H -1.242 0.343 -0.164  0.26
10 H -0.453 -1.964 -2.798  0.25
11 H -0.396 1.057 1.505  0.45
12 H 1.598 -0.540 1.155  -0.05
13 H -0.759 -0.298 -2.346  0.27
14 H -1.205 -2.490 -0.435  0.26
15 H 0.316 3.605 1.157  0.50
16 H -2.244 -0.837 0.797  0.27
17 H 0.610 2.181 0.460  0.49
18 H 2.136 -0.926 1.480  0.05
19 H 1.944 1.499 -0.890  0.49
20 H 0.970 -0.556 -0.573  0.46
21 H 0.057 -2.213 0.762  0.29
22 H 0.849 -0.798 -2.988  0.26

Gap between HOMO and LUMO (eV): 5.3
Highest occupied orbital energy (eV): -14.15
Charge: +1

***

w has the most favorable energy; the next structure is 0.1421 hartree above.

***

--- w ---
ORCA calculation (ωB97M-V/def2-TZVPD) on a 2-piece molecular cluster, C10H16 overall.

Each line ends with the Löwdin spin population.
Atoms and positions in Å:
1 C -2.131 2.731 -1.451  0.08
2 C -1.104 1.523 0.474  0.13
3 C -2.362 0.365 -1.433  0.07
4 C 1.780 -1.582 0.433  0.05
5 C -1.498 2.690 -0.267  0.07
6 C -2.718 1.602 -1.940  0.11
7 C 3.199 -1.755 -0.160  0.05
8 C -1.539 0.328 -0.251  0.07
9 C -0.318 1.816 1.636  0.11
10 C 1.041 -3.105 0.749  0.03
11 H -1.196 -0.604 0.217  0.01
12 H -2.742 -0.563 -1.825  0.01
13 H 1.180 -1.046 -0.383  0.02
14 H -0.951 3.536 0.144  0.03
15 H 1.856 -1.240 1.420  0.01
16 H 0.337 1.010 2.053  0.02
17 H -3.435 1.483 -2.780  0.01
18 H 3.864 -2.271 0.504  0.00
19 H 3.123 -2.332 -1.232  0.01
20 H 3.546 -0.697 -0.371  0.02
21 H 0.303 -2.563 1.375  0.01
22 H -0.871 2.080 2.597  0.01
23 H 0.584 2.417 1.300  0.06
24 H 1.810 -3.884 1.262  0.00
25 H 0.634 -3.587 -0.158  0.01
26 H -2.393 3.647 -1.916  0.01

Gap between HOMO and LUMO (spin up / spin down) (eV): 2.6 / 8.3
Highest occupied orbital energy (spin up / spin down) (eV): 1.11 / -4.74
Spin multiplicity: 2
Charge: -1
⟨S²⟩: 0.75

***

--- x ---
ORCA calculation (ωB97M-V/def2-TZVPD) on a 2-piece molecular cluster, C10H16 overall.

Each line ends with the Löwdin spin population.
Atoms and positions in Å:
1 C -1.101 -0.711 -1.235  0.20
2 C -0.137 1.507 -1.264  0.04
3 C -0.136 0.215 -1.836  0.19
4 C 2.573 -1.282 1.810  0.00
5 C 1.109 -0.876 1.611  0.00
6 C 0.279 -0.615 2.991  0.01
7 C -1.734 0.925 0.339  0.17
8 C -0.917 1.929 -0.205  0.18
9 C -2.013 -0.258 -0.320  0.05
10 C 0.830 -0.157 -2.924  0.05
11 H 0.347 -0.840 -3.660  0.02
12 H 0.478 -1.481 0.922  0.01
13 H 0.554 -1.363 3.658  0.00
14 H -1.095 -1.747 -1.769  0.03
15 H 1.055 0.795 -3.367  0.00
16 H 3.147 -0.517 2.420  0.00
17 H -0.833 -0.528 2.883  0.00
18 H 0.503 2.342 -1.572  0.00
19 H 2.899 -2.064 2.489  0.00
20 H 0.435 0.456 3.179  0.00
21 H 1.648 -0.703 -2.593  0.01
22 H 3.082 -1.480 0.856  0.00
23 H 1.061 0.009 0.923  0.00
24 H -2.258 1.204 1.258  0.01
25 H -0.850 2.803 0.382  0.02
26 H -2.690 -0.943 0.188  0.00

Gap between HOMO and LUMO (spin up / spin down) (eV): 2.7 / 7.0
Highest occupied orbital energy (spin up / spin down) (eV): 0.94 / -3.36
Spin multiplicity: 2
Charge: -1
⟨S²⟩: 0.76

***

x has the most favorable energy; the next structure is 0.0371 hartree above.

***

--- w ---
ORCA calculation (ωB97M-V/def2-TZVPD) on one molecule with the formula C2H4Br2.

Each line ends with the natural charge from an NBO analysis.
Atoms and positions in Å:
1 Br -2.284 -0.011 0.443  -0.03
2 Br 2.107 0.088 -1.051  -0.03
3 C -0.424 -0.606 0.127  -0.43
4 C 0.457 0.600 -0.086  -0.43
5 H -0.080 1.351 -0.660  0.23
6 H -0.155 -1.105 1.056  0.22
7 H -0.456 -1.345 -0.663  0.24
8 H 0.834 1.027 0.834  0.23

Gap between HOMO and LUMO (eV): 11.0
Highest occupied orbital energy (eV): -10.43
SMILES: BrCCBr

***

--- x ---
ORCA calculation (ωB97M-V/def2-TZVPD) on one molecule with the formula C2H4Br2.

Each line ends with the natural charge from an NBO analysis.
Atoms and positions in Å:
1 Br 1.927 1.171 -0.529  -0.05
2 Br -1.763 -1.509 0.216  -0.04
3 C -0.031 0.700 -0.382  -0.40
4 C -0.020 -0.621 0.480  -0.43
5 H -0.493 1.609 0.003  0.23
6 H 0.694 -1.312 0.032  0.23
7 H -0.420 0.493 -1.379  0.23
8 H 0.107 -0.530 1.559  0.23

Gap between HOMO and LUMO (eV): 10.9
Highest occupied orbital energy (eV): -10.37
SMILES: BrCCBr

***

w has the most favorable energy; the next structure is 0.0043 hartree above.

***

--- w ---
ORCA calculation (ωB97M-V/def2-TZVPD) on a 2-piece molecular cluster, C2H11N2O overall.

Each line ends with the natural charge from an NBO analysis.
Atoms and positions in Å:
1 O -0.803 -1.800 3.265  -0.96
2 N 0.473 1.805 -1.415  -0.87
3 N 0.734 -0.766 -1.132  -0.71
4 C 0.254 -0.052 0.153  -0.21
5 C -0.458 1.173 -0.471  -0.26
6 H -0.488 -0.723 0.662  0.24
7 H -0.899 1.862 0.210  0.24
8 H -0.240 -2.547 3.294  0.48
9 H 1.124 0.035 -1.673  0.47
10 H -0.126 -1.148 -1.541  0.43
11 H 0.931 2.518 -0.917  0.39
12 H 1.399 -1.517 -1.035  0.44
13 H 1.000 0.217 0.799  0.23
14 H -1.694 -1.975 2.993  0.48
15 H -1.362 0.758 -0.923  0.20
16 H 0.155 2.161 -2.267  0.40

Gap between HOMO and LUMO (eV): 11.3
Highest occupied orbital energy (eV): -14.70
Charge: +1

***

--- x ---
ORCA calculation (ωB97M-V/def2-TZVPD) on a 2-piece molecular cluster, C2H11N2O overall.

Each line ends with the natural charge from an NBO analysis.
Atoms and positions in Å:
1 O -0.427 2.167 1.820  -0.98
2 N -0.292 -0.471 1.040  -0.71
3 N -0.574 -1.428 -1.551  -0.89
4 C 0.440 -0.356 -1.438  -0.24
5 C 0.981 -0.256 0.089  -0.20
6 H 1.708 -1.211 0.141  0.24
7 H -0.078 0.701 -1.541  0.21
8 H -0.858 2.854 1.162  0.49
9 H -1.186 -1.101 -2.324  0.38
10 H -0.761 -1.370 1.040  0.44
11 H -0.208 -0.323 2.044  0.44
12 H 0.018 2.825 2.374  0.50
13 H 1.453 0.624 0.339  0.23
14 H 1.391 -0.520 -2.122  0.23
15 H -0.470 -2.335 -1.853  0.39
16 H -1.137 0.201 0.782  0.46

Gap between HOMO and LUMO (eV): 10.7
Highest occupied orbital energy (eV): -13.93
Charge: +1

***

--- y ---
ORCA calculation (ωB97M-V/def2-TZVPD) on a 2-piece molecular cluster, C2H11N2O overall.

Each line ends with the natural charge from an NBO analysis.
Atoms and positions in Å:
1 O 2.567 -1.672 -0.688  -0.95
2 N -1.184 -0.802 0.848  -0.72
3 N -1.511 1.480 -0.526  -0.87
4 C -0.221 1.364 0.159  -0.26
5 C 0.066 -0.104 0.310  -0.24
6 H 0.908 -0.368 0.949  0.25
7 H -1.383 -0.885 1.839  0.44
8 H 2.580 -0.756 -0.980  0.46
9 H 3.491 -1.915 -0.610  0.49
10 H 0.614 1.848 -0.348  0.22
11 H -2.006 2.318 -0.254  0.40
12 H 0.308 -0.645 -0.605  0.24
13 H -1.508 1.305 -1.517  0.39
14 H -0.368 1.869 1.110  0.22
15 H -1.313 -1.704 0.395  0.45
16 H -1.867 -0.052 0.538  0.46

Gap between HOMO and LUMO (eV): 11.3
Highest occupied orbital energy (eV): -14.55
Charge: +1

***

y has the most favorable energy; the next structure is 0.0113 hartree above.